{"formula": "C23H40NNbO6PS2", "method": "ωB97M-V with the def2-TZVPD basis set", "charge": -1, "orbital_gap_ha": 0.244, "homo_ev": -4.741, "max_force_ev_per_a": 5.65, "e_tot_ha": -2601.03677, "symbols": ["C", "C", "Nb", "C", "C", "C", "S", "C", "S", "N", "C", "C", "O", "C", "C", "C", "O", "C", "C", "C", "C", "C", "C", "H", "H", "H", "H", "H", "H", "H", "H", "H", "H", "H", "H", "H", "H", "H", "H", "H", "H", "H", "H", "H", "H", "H", "H", "H", "O", "P", "O", "C", "C", "O", "C", "C", "O", "C", "C", "H", "H", "H", "H", "H", "H", "H", "H", "H", "H", "H", "H", "H", "H", "H"], "coordinates": [[0.093763, -3.584698, -6.462533], [0.631861, -2.577046, -6.034913], [1.311556, -0.576472, -5.253230], [3.366284, -1.556100, -5.116726], [4.141160, -1.313835, -3.798109], [3.673607, -2.231878, -2.662940], [4.092437, -1.363814, -1.112298], [3.208540, -2.253815, 0.178115], [3.839514, -3.651725, 0.738138], [2.018312, -1.782000, 0.723932], [0.815124, -2.496320, 0.243685], [-0.441825, -1.682546, 0.478118], [-0.472630, -0.413088, -0.133458], [0.813782, 0.164323, -0.318232], [1.857014, -0.322480, 0.670364], [-0.865200, 0.111481, -5.087538], [-1.628870, -0.213821, -3.895575], [-1.983737, -1.524209, -3.850147], [-1.446156, -2.319084, -2.850636], [-1.727725, -3.669243, -2.746979], [-2.574485, -4.254074, -3.681058], [-3.128981, -3.459997, -4.667701], [-2.845524, -2.109687, -4.770432], [-0.371345, -4.321999, -7.074113], [1.487739, -0.007637, -7.010070], [1.996039, 1.033322, -4.688167], [1.139153, -1.054710, -3.490647], [3.936271, -1.220727, -5.989673], [3.234603, -2.639168, -5.206035], [3.950894, -0.289992, -3.471370], [5.207138, -1.498176, -3.959471], [2.616233, -2.478199, -2.726319], [4.231514, -3.168797, -2.710547], [0.716394, -3.396253, 0.856139], [0.946149, -2.836380, -0.787401], [-1.262889, -2.255224, 0.037130], [-0.658633, -1.641634, 1.552781], [1.131972, 0.076793, -1.361938], [0.702027, 1.239699, -0.140806], [1.519185, -0.011818, 1.666097], [2.782095, 0.215266, 0.484452], [-1.410603, -0.247612, -5.970406], [-0.831515, 1.202858, -5.178328], [-0.769298, -1.837150, -2.162127], [-1.248590, -4.233410, -1.956538], [-2.764808, -5.316551, -3.604439], [-3.783786, -3.909749, -5.405199], [-3.272785, -1.501843, -5.556890], [-0.177429, 3.592886, 3.959210], [-1.069657, 3.131766, 5.039241], [-0.316881, 1.959456, 5.856160], [0.890647, 2.264790, 6.551383], [0.648055, 3.106363, 7.792507], [-2.206289, 2.262828, 4.292332], [-2.297667, 2.218993, 2.861757], [-1.512552, 1.061838, 2.283230], [-2.105430, 3.584371, 6.207861], [-2.403030, 4.984897, 6.367903], [-2.965615, 5.602582, 5.102160], [1.593429, 2.762736, 5.877680], [1.329767, 1.309205, 6.835492], [0.346706, 4.122748, 7.523819], [1.556070, 3.177481, 8.392321], [-0.148719, 2.677689, 8.399920], [-1.977684, 3.166005, 2.427803], [-3.355757, 2.100743, 2.622530], [-0.499795, 1.023037, 2.687274], [-1.456833, 1.131303, 1.200450], [-1.991605, 0.116030, 2.542719], [-1.501099, 5.517093, 6.684704], [-3.127019, 5.057813, 7.177855], [-2.223572, 5.602596, 4.298452], [-3.266616, 6.635052, 5.281175], [-3.827315, 5.036274, 4.749052]], "forces_ev_per_angstrom": [[0.20, 0.48, -0.49], [-0.06, 0.16, 0.13], [0.11, -0.75, -1.65], [-0.71, -0.77, 1.67], [-0.50, 0.08, -0.30], [0.32, -0.63, -0.19], [-0.09, 0.64, 0.15], [0.25, -1.06, 0.45], [-0.15, -0.21, -0.25], [0.56, 1.13, -1.24], [0.18, -0.59, 0.83], [-0.38, -0.54, -0.35], [0.37, -0.29, 0.08], [0.20, 0.75, -0.26], [-0.97, 0.23, 0.45], [0.29, -0.83, 0.69], [-0.32, 0.33, -0.29], [0.00, -0.33, -0.04], [0.33, 0.21, 0.46], [-0.10, 0.34, -0.27], [0.32, -0.13, 0.56], [-0.30, -0.23, -0.46], [0.08, 0.24, 0.15], [-0.05, -0.26, 0.31], [-0.07, 0.66, -0.09], [0.24, 0.00, -0.15], [0.03, 0.49, 0.30], [-0.19, 0.27, -0.07], [0.08, 0.00, -0.27], [0.43, 0.14, -0.11], [0.11, 0.31, 0.20], [-0.12, 0.38, 0.05], [-0.02, -0.03, 0.19], [-0.04, -0.09, -0.12], [-0.15, 0.35, -0.15], [-0.04, 0.01, 0.03], [0.22, 0.32, 0.05], [0.02, -0.39, 0.02], [-0.08, 0.00, 0.00], [0.06, -0.03, 0.04], [0.17, -0.29, -0.08], [0.12, -0.04, -0.08], [0.07, 0.04, 0.24], [0.05, 0.06, 0.02], [-0.09, -0.18, -0.04], [-0.18, -0.01, -0.22], [-0.04, -0.02, 0.01], [-0.04, -0.06, -0.06], [0.07, 2.44, 1.34], [-1.56, -5.27, -1.29], [-0.13, 0.64, 0.12], [0.29, 0.02, 0.21], [-0.12, 0.14, -0.09], [-0.10, 0.40, 0.18], [0.15, -0.21, -0.28], [-0.10, -0.04, 0.26], [1.51, 1.98, -0.35], [-0.13, 0.29, -0.03], [0.05, -0.12, -0.18], [-0.05, -0.02, -0.05], [-0.10, -0.06, -0.08], [0.03, -0.01, 0.03], [0.02, -0.02, -0.03], [0.03, -0.06, 0.01], [0.13, 0.02, 0.11], [-0.03, 0.00, 0.17], [0.04, 0.19, -0.05], [-0.04, -0.03, -0.01], [-0.03, 0.00, -0.04], [-0.01, -0.02, 0.02], [0.02, -0.19, 0.03], [0.01, 0.03, 0.06], [0.00, 0.00, 0.04], [-0.05, 0.02, 0.07]], "mulliken_charge": [-0.40, -0.05, -0.88, -1.19, -0.66, -0.28, -0.19, 0.05, -0.28, 0.14, -0.39, -0.85, -0.28, 0.00, -0.84, -0.96, -0.50, -0.23, 0.33, -0.40, -0.47, -0.62, -0.02, 0.40, -0.02, 0.00, 0.52, 0.46, 0.35, 0.32, 0.42, 0.12, 0.48, 0.34, 0.28, 0.37, 0.41, -0.11, 0.42, 0.13, 0.58, 0.44, 0.43, 0.09, 0.39, 0.36, 0.34, 0.45, -0.76, 1.04, -0.36, -0.35, -0.91, -0.36, -0.65, -0.50, -0.31, -0.22, -1.14, 0.29, 0.33, 0.17, 0.41, 0.25, 0.35, 0.42, 0.14, 0.25, 0.24, 0.27, 0.35, 0.34, 0.41, 0.28]}